Entry 1:
C24H37ClIrN2O2 | ωB97M-V/def2-TZVPD

Kohn-Sham gap (spin up / spin down): 3.25 / 7.15 eV
E: -1761.0994 Ha
expectation value of S²: 6.012

```
! wB97M-V def2-TZVPD RIJCOSX def2/J DEFGRID3
* xyz -1 5
Ir 0.34 -0.05 0.45
Cl 1.84 -0.16 -1.34
N 0.36 1.99 0.06
N 0.23 -2.07 0.19
C -0.28 2.70 -0.86
C -0.33 -2.77 -0.79
C 1.31 2.90 0.77
C 1.49 3.99 -0.27
C 2.60 2.20 1.10
C 0.62 3.47 2.01
H 3.11 1.89 0.18
H 2.43 1.31 1.72
H 3.25 2.89 1.66
H -0.23 4.10 1.71
H 1.35 4.09 2.56
H 0.26 2.67 2.66
C 1.15 -2.99 0.94
C 1.41 -4.06 -0.10
C 0.41 -3.59 2.13
C 2.41 -2.27 1.37
H 2.94 -1.88 0.50
H 3.05 -2.98 1.90
H 2.17 -1.45 2.05
H -0.46 -4.16 1.77
H 0.08 -2.81 2.81
H 1.09 -4.27 2.66
O 0.29 -3.93 -1.03
H 1.39 -5.08 0.29
H 2.34 -3.89 -0.66
O 0.31 3.86 -1.14
H 2.38 3.85 -0.88
H 1.49 5.01 0.14
C -1.55 2.43 -1.59
C -1.56 -2.52 -1.59
C -1.53 -1.27 -2.42
H -2.40 -2.46 -0.87
H -1.73 -3.40 -2.23
C -1.53 -0.04 -1.75
C -1.53 1.18 -2.41
H -1.67 -0.05 -0.66
C -1.59 1.18 -3.81
C -1.60 -0.04 -4.49
C -1.71 2.46 -4.57
C -1.60 -1.26 -3.81
H -1.63 -0.04 -5.57
C -1.73 -2.54 -4.59
H -1.78 -2.32 -5.66
H -2.63 -3.09 -4.32
H -0.87 -3.21 -4.43
H -2.62 3.02 -4.31
H -1.75 2.25 -5.64
H -0.86 3.13 -4.40
H -1.77 3.30 -2.20
H -2.34 2.35 -0.82
C 1.23 0.39 3.77
C -0.14 -0.19 3.48
C -1.12 0.21 4.57
C -0.73 0.14 2.09
H 1.23 1.48 3.71
H 2.01 0.00 3.11
H 1.53 0.12 4.80
H -0.04 -1.29 3.50
H -1.31 1.29 4.55
H -2.07 -0.31 4.46
H -0.71 -0.04 5.56
H -1.58 -0.55 1.90
H -1.15 1.16 2.09
*
```

Here are the natural (NBO) charges for atoms 1 to 4, given in e: Ir 1.17; Cl -0.63; N -0.69; N -0.69



Entry 2:
C24H37F13O3S2 | ωB97M-V/def2-TZVPD

Kohn-Sham gap: 9.29 eV
E: -3256.9503 Ha

```
! wB97M-V def2-TZVPD RIJCOSX def2/J DEFGRID3
* xyz 0 1
O 1.13 -3.83 -7.08
S 0.48 -4.23 -5.86
O 1.74 -4.60 -4.91
C 1.43 -4.83 -3.53
C 2.62 -5.53 -2.90
C 3.84 -4.66 -2.64
F 3.77 -3.48 -3.28
F 4.94 -5.31 -3.12
C 4.19 -4.36 -1.12
F 5.52 -4.47 -0.96
F 3.60 -5.29 -0.33
C 3.91 -2.92 -0.55
F 4.66 -2.09 -1.31
F 4.37 -2.89 0.71
C 2.51 -2.20 -0.53
F 2.12 -2.05 -1.80
F 2.76 -1.00 0.01
S 1.05 -2.95 0.45
F 1.08 -4.16 -0.60
F 0.02 -2.19 -0.48
F 1.00 -1.78 1.49
F 2.06 -3.74 1.37
F -0.14 -3.66 1.18
O -0.03 -2.89 -5.08
C 0.81 -1.91 -4.54
C 2.10 -1.66 -4.99
C 2.84 -0.68 -4.35
C 2.30 0.06 -3.30
C 1.00 -0.19 -2.87
C 0.25 -1.18 -3.49
H 0.56 -5.48 -3.44
H 1.19 -3.88 -3.04
H 2.94 -6.29 -3.60
H 2.29 -6.04 -2.01
H 2.52 -2.22 -5.81
H 3.85 -0.48 -4.68
H 2.89 0.83 -2.81
H 0.57 0.37 -2.06
H -0.76 -1.41 -3.17
C -0.15 -1.43 4.50
C -1.24 -0.94 5.45
C -2.60 -0.78 4.77
C -2.62 0.21 3.61
C -2.16 1.63 3.95
C -3.03 2.32 5.00
H 0.02 -0.73 3.68
H 0.80 -1.57 5.02
H -0.43 -2.40 4.06
H -0.92 0.01 5.89
H -1.34 -1.64 6.28
H -3.34 -0.49 5.52
H -2.92 -1.76 4.40
H -3.64 0.26 3.21
H -2.00 -0.17 2.79
H -2.17 2.22 3.04
H -1.12 1.61 4.29
H -4.07 2.38 4.66
H -2.69 3.33 5.19
H -3.02 1.78 5.95
C -1.40 4.95 2.37
C -2.63 4.75 1.50
C -2.30 4.39 0.05
C -1.50 5.45 -0.71
C -2.15 6.83 -0.76
C -3.50 6.84 -1.47
H -0.78 5.78 2.02
H -1.68 5.17 3.40
H -0.77 4.05 2.37
H -3.25 5.65 1.53
H -3.24 3.95 1.92
H -3.23 4.19 -0.49
H -1.74 3.46 0.04
H -1.34 5.10 -1.73
H -0.51 5.55 -0.27
H -1.47 7.52 -1.28
H -2.26 7.23 0.25
H -3.41 6.48 -2.49
H -3.92 7.85 -1.51
H -4.23 6.21 -0.96
*
```

Here are the Löwdin charges for atoms 1 to 4, given in e: O -0.37; S 0.97; O -0.33; C -0.22



Entry 3:
C24H37F6N2O11S2 | ωB97M-V/def2-TZVPD

SMILES: CCCO[C@@]1(CCCS(=O)(=O)O)O[C@@](S)(CCN(CC)C(C)=O)[NH2+][C@@]1(CCCC(=O)O)C(=O)C(F)(F)C(F)(F)C(F)(F)C(=O)O
Kohn-Sham gap: 9.95 eV
E: -3269.1075 Ha

```
! wB97M-V def2-TZVPD RIJCOSX def2/J DEFGRID3
* xyz 1 1
C -1.41 5.03 1.23
C -0.18 4.06 1.29
C -0.08 3.28 -0.06
O 0.46 1.96 0.05
C -0.43 0.94 0.44
C -1.84 1.24 0.97
C -2.93 1.53 -0.13
C -3.94 0.38 -0.33
S -5.09 0.30 1.09
O -6.33 0.90 0.75
O -4.54 0.93 2.26
O -5.37 -1.27 1.47
O -0.68 0.22 -0.80
C 0.06 -0.98 -1.00
S -1.28 -2.23 -1.14
C 0.85 -0.64 -2.31
C 1.97 -1.65 -2.64
N 1.57 -2.96 -3.15
C 0.50 -2.95 -4.15
C 0.90 -2.05 -5.37
C 1.41 -3.89 -2.13
C 1.14 -5.35 -2.52
O 1.51 -3.63 -0.95
N 0.94 -0.99 0.22
C 0.50 -0.04 1.29
C -0.11 -0.66 2.59
C -0.75 -2.07 2.46
C -2.26 -2.04 2.82
C -2.48 -1.55 4.26
O -2.23 -2.27 5.14
O -2.98 -0.31 4.51
C 1.69 0.78 1.90
O 1.47 1.63 2.63
C 3.19 0.45 1.61
F 3.41 -0.88 1.44
F 3.87 0.78 2.71
C 3.86 1.22 0.44
F 4.97 0.54 0.13
F 3.11 1.22 -0.69
C 4.33 2.67 0.76
F 5.45 2.68 1.46
F 3.40 3.40 1.39
C 4.67 3.41 -0.58
O 5.49 3.01 -1.29
O 4.00 4.57 -0.88
H -1.09 6.07 1.06
H -1.97 5.02 2.17
H -2.13 4.74 0.45
H 0.73 4.63 1.50
H -0.37 3.39 2.14
H -1.00 3.35 -0.65
H 0.67 3.85 -0.65
H -2.20 0.33 1.47
H -1.90 2.03 1.73
H -3.52 2.37 0.29
H -2.51 1.91 -1.07
H -3.48 -0.60 -0.48
H -4.57 0.65 -1.19
H -4.75 -1.83 0.97
H -0.89 -3.32 -0.42
H 1.35 0.31 -2.07
H 0.15 -0.41 -3.12
H 2.62 -1.76 -1.76
H 2.61 -1.18 -3.40
H -0.47 -2.57 -3.78
H 0.31 -3.93 -4.58
H 0.93 -0.99 -5.12
H 0.19 -2.26 -6.18
H 1.92 -2.34 -5.68
H 0.23 -5.73 -2.03
H 1.16 -5.53 -3.60
H 1.98 -5.92 -2.07
H 1.21 -1.92 0.58
H 1.84 -0.70 -0.20
H -0.84 0.05 3.02
H 0.70 -0.72 3.33
H -0.29 -2.70 3.24
H -0.57 -2.60 1.51
H -2.58 -3.10 2.82
H -2.87 -1.52 2.07
H -3.88 -0.20 4.16
H 3.39 4.42 -1.62
*
```

Here are the Löwdin charges for atoms 1 to 4, given in e: C -0.08; C -0.19; C -0.15; O -0.07



Entry 4:
C24H37HgN3O11 | ωB97M-V/def2-TZVPD

Kohn-Sham gap: 4.29 eV
relative energy (zero: lowest compared OMol25 entry of this formula, charge and spin): 0.0 kcal/mol
E: -2081.9904 Ha

```
! wB97M-V def2-TZVPD RIJCOSX def2/J DEFGRID3
* xyz -2 1
Hg -0.64 -0.48 -0.42
C 1.68 -3.40 -2.50
C 1.80 -4.13 -3.73
C 1.76 -3.31 -5.07
O 1.90 -3.93 -6.10
C 1.59 -1.89 -4.98
C 1.43 -1.25 -3.77
C 1.51 -2.04 -2.46
O 1.37 -1.43 -1.32
O 1.16 -0.01 -3.73
O 1.82 -5.35 -3.83
H 1.74 -3.96 -1.57
H 1.42 -1.36 -5.91
C -1.88 -4.55 -0.06
C -1.87 -3.21 -0.33
C -2.12 -2.72 -1.79
O -1.98 -1.46 -2.02
C -2.41 -3.66 -2.75
C -2.42 -5.06 -2.48
C -2.15 -5.54 -1.06
O -2.15 -6.73 -0.75
O -2.67 -5.86 -3.37
O -1.65 -2.28 0.53
H -1.73 -4.82 0.98
H -2.54 -3.35 -3.77
C 1.76 -1.46 2.01
C 1.02 -0.24 2.49
C 1.85 0.57 3.47
O 1.24 1.80 3.76
C 2.08 2.75 4.38
N 0.51 0.60 1.37
H 2.77 -1.25 1.62
H 1.29 -2.00 1.18
H 1.91 -2.16 2.84
H 0.10 -0.65 2.93
H 2.81 0.76 2.96
H 2.07 -0.03 4.37
H 3.05 2.82 3.87
H 2.20 2.47 5.43
H 1.62 3.74 4.32
H 1.27 1.05 0.82
H 0.26 1.46 1.88
C -3.55 -0.27 2.34
C -3.43 1.03 1.55
C -2.64 2.01 2.38
O -2.53 3.23 1.64
C -1.87 4.24 2.34
N -2.74 0.71 0.27
H -3.93 -1.05 1.66
H -4.24 -0.22 3.17
H -2.57 -0.70 2.57
H -4.41 1.45 1.34
H -1.62 1.69 2.60
H -3.19 2.21 3.31
H -0.86 3.96 2.67
H -2.42 4.53 3.26
H -1.78 5.13 1.71
H -2.67 1.61 -0.22
H -3.47 0.25 -0.28
C 0.27 3.69 -0.61
C 0.68 2.72 -1.74
C 2.15 2.42 -1.68
O 2.49 1.76 -0.49
C 3.86 1.63 -0.25
N -0.19 1.52 -1.76
H -0.81 3.65 -0.47
H 0.53 4.69 -0.97
H 0.76 3.52 0.35
H 0.48 3.27 -2.67
H 2.71 3.37 -1.78
H 2.44 1.80 -2.54
H 4.43 1.49 -1.17
H 4.00 0.86 0.50
H 4.26 2.57 0.19
H -1.10 1.83 -2.09
H 0.17 0.91 -2.56
*
```

Here are the Löwdin charges for atoms 1 to 4, given in e: Hg 1.15; C -0.01; C -0.36; C -0.40



Entry 5:
C24H37N6O8S6Sr | ωB97M-V/def2-TZVPD

Kohn-Sham gap: 7.23 eV
relative energy (zero: lowest compared OMol25 entry of this formula, charge and spin): 0.0 kcal/mol
E: -4287.2354 Ha

```
! wB97M-V def2-TZVPD RIJCOSX def2/J DEFGRID3
* xyz -1 1
Sr 0.43 0.23 0.40
C 2.87 2.86 0.96
O 1.53 2.41 1.04
C 0.62 3.49 1.23
C -0.74 2.95 1.62
O -1.32 2.10 0.63
C -1.81 2.74 -0.54
C -1.21 2.08 -1.76
O 0.21 2.14 -1.66
C 0.83 1.99 -2.93
H 3.17 3.33 1.90
H 2.99 3.56 0.13
H 3.48 1.98 0.76
H 0.58 4.09 0.31
H 0.97 4.11 2.06
H -1.41 3.77 1.87
H -0.59 2.34 2.51
H -1.56 3.81 -0.52
H -2.90 2.62 -0.57
H -1.57 2.58 -2.67
H -1.54 1.05 -1.84
H 0.50 1.08 -3.43
H 1.91 1.95 -2.76
H 0.58 2.85 -3.56
C 2.08 -2.95 -1.77
C 2.57 -3.38 -0.38
S 1.97 -2.47 1.08
C 0.82 -3.67 1.84
C -0.62 -3.22 2.10
S -1.51 -2.21 0.90
C -1.77 -3.30 -0.51
C -0.54 -3.69 -1.32
S 0.42 -2.27 -1.93
H 2.18 -3.80 -2.44
H 2.72 -2.17 -2.17
H 3.65 -3.31 -0.37
H 2.33 -4.43 -0.19
H 1.26 -3.95 2.80
H 0.84 -4.56 1.21
H -0.63 -2.60 2.99
H -1.21 -4.12 2.32
H -2.46 -2.74 -1.14
H -2.28 -4.20 -0.16
H -0.86 -4.29 -2.17
H 0.13 -4.31 -0.72
C -1.02 0.12 5.15
S 0.41 0.22 4.10
O 0.83 1.61 4.12
O 1.35 -0.74 4.63
O -0.11 -0.17 2.76
H -0.72 0.39 6.16
H -1.40 -0.90 5.13
H -1.78 0.82 4.78
N -3.25 -7.02 -4.33
C -3.13 -5.63 -4.35
C -4.26 -4.82 -4.40
C -4.13 -3.44 -4.47
C -2.88 -2.86 -4.49
C -1.74 -3.65 -4.45
C -1.86 -5.03 -4.38
S -2.70 -1.09 -4.47
O -3.96 -0.56 -4.96
O -1.51 -0.79 -5.22
N -2.43 -0.76 -2.95
C -3.40 -0.44 -2.08
S -5.07 0.04 -2.44
C -5.35 0.24 -0.74
C -4.23 -0.05 -0.05
N -3.14 -0.43 -0.79
H -4.12 -7.36 -3.94
H -2.46 -7.50 -3.93
H -5.24 -5.27 -4.40
H -5.01 -2.81 -4.52
H -0.76 -3.19 -4.46
H -0.98 -5.65 -4.36
H -6.32 0.53 -0.35
H -4.14 -0.02 1.03
N 5.82 -2.60 -1.51
C 5.39 -1.52 -1.59
N 4.96 -0.27 -1.67
C 3.75 -0.07 -1.25
N 2.68 0.22 -0.87
*
```

Here are the natural (NBO) charges for atoms 1 to 4, given in e: Sr 1.78; C -0.24; O -0.60; C -0.10



Entry 6:
C24H38KN2Sb | ωB97M-V/def2-TZVPD

Kohn-Sham gap: 5.70 eV
E: -1886.8868 Ha

```
! wB97M-V def2-TZVPD RIJCOSX def2/J DEFGRID3
* xyz 0 1
K 1.87 0.56 1.29
C -2.45 1.38 -5.88
C -1.69 1.06 -4.59
C -0.29 1.70 -4.65
C -2.29 1.56 -3.34
C -3.29 2.55 -3.54
C -3.87 3.20 -2.46
C -3.47 3.00 -1.18
C -2.29 2.14 -0.92
C -1.65 2.21 0.43
C -2.38 3.05 1.48
C -0.18 2.67 0.44
C -1.78 1.33 -2.01
N -0.86 0.32 -1.98
C -0.56 -0.58 -1.06
C 0.55 -1.47 -1.21
C 1.14 -2.08 -2.36
C 2.14 -2.95 -1.89
C 2.22 -2.70 -0.49
N 1.29 -1.77 -0.12
C 2.99 -3.46 0.58
C 3.54 -2.41 1.58
C 2.04 -4.42 1.33
C 4.20 -4.27 -0.02
H -2.10 0.71 -6.74
H -2.27 2.42 -6.18
H -3.54 1.16 -5.83
H -1.54 0.04 -4.43
H -0.36 2.79 -4.82
H 0.21 1.43 -5.56
H 0.23 1.54 -3.69
H -3.64 2.74 -4.52
H -4.68 3.88 -2.70
H -4.00 3.53 -0.39
H -1.66 1.16 0.85
H -2.51 4.10 1.18
H -1.81 3.11 2.40
H -3.40 2.67 1.67
H -0.09 3.66 -0.02
H 0.35 2.09 -0.28
H 0.27 2.78 1.43
H -1.13 -0.66 -0.09
H 0.80 -2.00 -3.41
H 2.72 -3.61 -2.52
H 2.74 -1.86 2.10
H 4.24 -1.73 1.17
H 4.04 -2.97 2.35
H 1.45 -3.99 2.08
H 2.55 -5.23 1.76
H 1.35 -4.84 0.61
H 4.90 -3.55 -0.54
H 3.91 -5.07 -0.75
H 4.79 -4.65 0.82
C -0.59 -0.09 6.73
Sb -0.83 0.45 4.62
C 1.14 1.45 4.47
C 0.10 -1.42 3.72
H 0.10 0.71 7.05
H -0.08 -1.04 6.72
H -1.53 -0.08 7.18
H 1.15 2.19 3.67
H 1.93 0.71 4.37
H 1.25 2.01 5.39
H -0.07 -1.45 2.63
H -0.45 -2.28 4.15
H 1.17 -1.42 3.91
*
```

Here are the natural (NBO) charges for atoms 1 to 4, given in e: K 0.96; C -0.61; C -0.28; C -0.60



> Look up the E of the second one.

-3256.9503 Ha



> The highest E belongs to which entry?

C24H37ClIrN2O2